[1]
Here is a single C2H3FNP molecule at a distorted geometry from the OMol25 dataset. Energies are from ωB97M-V/def2-TZVPD.

Results
2S+1: 1
Frontier orbital gap (alpha / beta): 7.69 / 6.91 eV
SMILES: C=P(F)=C=N
Relative energy (zero: lowest compared OMol25 entry of this formula, charge and spin): 162.1 kJ/mol
LUMO (alpha / beta): -0.50 / -0.73 eV

Element x y z (Å)
P1 -0.84999 0.54615 -0.72529
F1 -2.07747 0.63334 0.36361
N1 0.36159 -1.93005 -0.03954
C1 0.47464 1.50748 -0.10610
C2 -0.46553 -1.07687 0.07594
H1 1.36553 1.42320 -0.75424
H2 0.56304 -2.90059 0.19403
H3 0.62820 1.79734 0.99157

***

[2]
Here is 2 unconnected molecules or ions with the total composition C3H4Cl2F2O at a distorted geometry from the OMol25 dataset. Energies are from ωB97M-V/def2-TZVPD.

Results
2S+1: 1
Frontier orbital gap: 9.65 eV
Relative energy (zero: lowest compared OMol25 entry of this formula, charge and spin): 246.9 kJ/mol
LUMO: 0.55 eV

Element x y z (Å)
Cl1 0.40872 -0.60519 -1.78876
Cl2 2.48592 2.67343 -1.51229
F1 3.46942 2.07551 0.77843
F2 1.32049 1.91325 0.59219
O1 -1.59027 -1.39784 -0.59147
C1 -0.37499 -1.04128 -0.39635
C2 -2.44052 -1.51915 0.52713
C3 2.46464 1.72485 -0.07607
H1 -3.09041 -2.38226 0.61503
H2 -3.07226 -0.69888 0.67582
H3 -1.93044 -1.37018 1.41642
H4 2.34971 0.62774 -0.24009

***

[3]
Here is a single C3H3N3OS molecule at a distorted geometry from the OMol25 dataset. Energies are from ωB97M-V/def2-TZVPD.

Results
2S+1: 1
Frontier orbital gap: 8.60 eV
SMILES: OC(=S)c1nc[nH]n1
Relative energy (zero: lowest compared OMol25 entry of this formula, charge and spin): 141.8 kJ/mol
LUMO: -0.08 eV

Element x y z (Å)
S1 -2.30564 -0.76786 0.05248
O1 -1.27544 1.67069 -0.00970
N1 0.88260 -1.15591 -0.08397
N2 2.20967 -0.93965 -0.03132
N3 1.32425 1.07617 0.01047
C1 0.37225 0.06938 -0.06548
C2 2.46424 0.38698 0.08344
C3 -1.11271 0.38280 -0.06424
H1 2.71810 -1.79354 0.10334
H2 -0.38793 2.02710 -0.11168
H3 3.50526 0.78758 0.25758

***

[4]
Here is a molecular structure, C4H7NO from the OMol25 dataset. Energies are from ωB97M-V/def2-TZVPD.

Results
2S+1: 1
Frontier orbital gap: 9.56 eV
Relative energy (zero: lowest compared OMol25 entry of this formula, charge and spin): 516.5 kJ/mol
LUMO: 0.26 eV

Element x y z (Å)
O1 0.06609 0.01820 1.01809
N1 2.56611 0.09365 -0.91229
C1 -2.14845 -1.05308 1.23314
C2 2.31273 1.29949 -1.21301
C3 -0.76864 0.31713 -0.62145
C4 -1.05343 -0.33820 0.53963
H1 1.61702 1.94517 -0.66216
H2 2.02808 -0.16110 -0.07759
H3 -0.16934 -0.18404 -1.38225
H4 2.80220 1.74417 -2.08398
H5 -1.85764 -2.10072 1.36178
H6 -3.07188 -1.00314 0.65278
H7 -2.29810 -0.61837 2.22552